Computed, not measured: one molecule with the formula C5H4N2O at a distorted geometry, with the ωB97M-V functional and the def2-TZVPD basis.

Summary:
total energy	-377.600613	Eh
structure (SMILES)	O=Cc1cccnn1
strongest force on any atom	5.9	eV Å⁻¹
gap between HOMO and LUMO	9.13	eV
lowest unoccupied orbital energy	-0.6	eV
molar mass	108.10	g/mol
energy relative to the best compared isomer or geometry (same formula, charge and spin)	39.81	kcal per mole

Atoms and positions in Å:
C 0.184096 -0.172855 0.394136
H 1.757534 -0.757040 -1.046783
C -0.062474 0.209094 -1.924999
C 0.731170 -0.292480 -0.890661
O 1.982447 -1.261838 1.746580
H 0.073758 0.255906 -3.008415
C 0.768146 -0.842236 1.635001
H -1.927975 1.503463 -2.163927
H 0.038863 -0.822720 2.526161
C -1.248078 0.899005 -1.489851
N -1.609738 1.155400 -0.181152
N -0.967248 0.432018 0.663805

Cartesian forces (eV/Å) of the 2 atoms listed first:
0.27 -1.29 0.20
-1.57 0.62 0.26


Computed, not measured: C38H38B5N2O42V3 as an isolated structure at a distorted geometry, with the ωB97M-V functional and the def2-TZVPD basis.

Summary:
spin multiplicity	10
charge	+1
total energy	-7697.459449	Eh
strongest force on any atom	2.8	eV Å⁻¹
gap between HOMO and LUMO (alpha / beta)	4.68 / 4.73	eV
lowest unoccupied orbital energy (alpha / beta)	-5.0 / -5.0	eV
molar mass	1401.59	g/mol
energy relative to the best compared isomer or geometry (same formula, charge and spin)	0.00	kcal per mole
<S²>	24.76

Atoms and positions in Å:
H -0.628307 -1.084310 3.408041
H -2.931202 -1.441961 2.797021
C 1.621800 1.141553 -0.543534
C -0.345994 -8.531253 -1.107793
O -0.450936 2.351612 5.541556
O -1.611541 -8.389120 -1.389516
C 5.506102 1.439127 -1.920857
H -0.944361 7.778716 -0.164985
O 3.787365 -3.866899 -2.446363
N 1.437404 5.836869 -0.127404
O -2.548482 -6.533864 1.838049
H 0.978537 4.659919 2.672991
H -0.860265 -0.377347 1.876172
H -1.144751 6.688570 -2.127035
C -3.136927 -0.083304 4.471069
O 2.672278 -0.893278 -5.738279
O -2.601496 -7.786698 -3.497712
O 5.958461 -3.493421 -4.279820
V 2.220574 2.945613 -4.604679
O 0.970314 1.343161 -5.520895
O 0.980481 -0.072157 -2.357452
B 4.902699 -0.573763 -2.782711
C -3.706699 -7.071953 -3.622576
H 3.797027 6.667894 2.230672
H -2.381247 0.074986 6.868068
C 1.549437 -0.985421 -5.376328
H -0.266761 3.733873 -1.049488
C -0.930467 2.180048 2.333955
H -0.805111 6.148033 2.301967
H -3.777883 1.077319 6.841511
C -2.632384 -0.423688 3.054573
H 2.658843 5.010417 3.004350
H -3.485244 2.220485 3.487444
O -3.472644 -2.824522 -6.812090
C -2.563066 -2.524537 -6.111086
O 4.201641 0.478926 -3.623059
C -2.458309 -2.792186 -4.592155
C -3.575748 -5.832442 1.456380
V -3.989423 -3.095031 -1.710344
H -2.757007 3.338176 4.695698
C 1.937116 4.878265 2.202067
O 1.049555 -4.302893 -1.406581
C 0.886411 -6.025446 1.353633
H 0.001746 5.492173 -2.674526
O 0.201001 -9.300625 -0.392017
C 1.932068 6.081968 1.230305
C 0.003736 5.863716 -0.429100
C -3.757325 -6.057224 -2.450997
O -4.487466 -7.102038 -4.513932
H 1.345879 8.154466 1.303423
B -1.846331 -7.344594 -2.357657
O 2.112911 4.820442 -0.830451
H 4.024903 6.111729 0.562922
O 5.856495 -1.344955 -3.626554
C -0.548109 4.408341 -0.233406
H -1.994213 2.238377 2.095271
B -0.634335 -1.667727 -5.318260
O -0.624754 -5.557567 3.017209
O 0.777497 -2.045755 -5.349758
C 1.102374 7.233964 1.831875
H -3.102192 -0.927570 5.156005
H -4.180058 0.207839 4.332267
C 0.594677 0.228783 -5.209866
O -4.726820 -6.142121 1.389110
C 0.668518 -5.583496 2.823977
C 0.351067 -7.368670 -1.878739
C 3.348275 6.648332 1.241711
C 0.926879 0.940605 3.502812
O 1.531638 -5.130439 3.508559
H 2.167257 3.961906 1.652851
O -3.320247 -3.307178 -3.903543
C -3.310433 2.412631 4.545420
O -0.660331 -0.172461 -5.148403
O -1.385046 -2.073536 -6.517031
O -1.776501 -4.437847 1.271344
N -1.055333 1.361786 4.745631
H 3.483396 7.621775 0.758974
O 2.144654 2.006997 0.096489
O -4.577771 -5.190383 -2.237945
H -0.740716 3.170120 2.743107
C -0.591940 1.117141 3.393986
C 4.222385 -2.786706 -2.782601
C 1.383238 1.102064 -2.016223
O 6.224734 2.261591 -1.435064
H -0.442769 1.851282 1.416562
O 1.540710 -7.097160 -1.853262
H 0.586523 6.974599 -2.269994
C -2.715432 1.077385 6.593462
C -0.395769 7.026851 1.789291
H 1.335984 7.260518 2.898297
H 1.768479 4.034922 -0.378210
O -0.671294 -1.295972 -1.053354
O 3.927170 -1.590817 -2.321853
C -1.127281 -0.235227 2.930580
C -3.011640 -4.499401 0.922861
B 0.744590 -0.883876 -1.163446
H 0.394823 1.943994 5.764088
H -0.021728 4.015716 0.636515
B -1.286976 -5.772307 1.745731
H -1.909870 6.477416 0.388812
O 1.663141 1.962518 -2.836336
H -3.095170 0.227914 2.306981
C -0.873805 6.815290 0.349211
O -1.760367 -3.157406 -1.464328
O -3.689101 -3.660182 0.343335
O 1.493185 -2.171812 -1.164237
H -4.274181 2.420387 5.051494
H 1.444266 1.866914 3.777484
C 0.677820 -3.176055 -1.231281
O 1.912504 -5.852027 0.723592
O -2.707595 -6.298287 -1.728160
H -0.910231 7.864393 2.264433
C -2.475260 1.210717 5.079144
H -2.244273 1.864002 7.178090
C 4.565142 1.661610 -3.163463
O -1.303214 -2.340484 -4.178364
H -1.627759 4.323382 -0.125328
C -0.164312 6.264852 -1.909558
C -0.725266 -2.570834 -1.275580
O -0.270721 -6.351627 0.855125
V 2.891374 -5.551573 -1.156214
O 5.583544 0.152253 -1.768226
O -0.500279 -6.732058 -2.618300
O 1.223880 -0.012542 -0.065616
C 5.454168 -2.605502 -3.671848
O 4.173498 2.722341 -3.631540
H 1.221258 0.066265 4.076962
H 1.407038 0.875704 2.516800

Cartesian forces (eV/Å) of the 2 atoms listed first:
0.11 0.31 0.48
0.11 -0.04 -0.05


Computed, not measured: C23H30N4O4 as an isolated structure at a distorted geometry, with the ωB97M-V functional and the def2-TZVPD basis.

Summary:
total energy	-1413.590562	Eh
strongest force on any atom	17.4	eV Å⁻¹
gap between HOMO and LUMO	8.72	eV
lowest unoccupied orbital energy	0.3	eV
molar mass	426.52	g/mol
energy relative to the best compared isomer or geometry (same formula, charge and spin)	558.34	kcal per mole

Atoms and positions in Å:
H 0.671951 -3.784976 5.673968
C -3.514719 -2.008497 3.602465
C -2.705491 0.943379 -1.892047
H 0.834534 2.727000 -1.580004
H 3.309414 3.257872 -3.000565
O 3.075460 0.117065 0.397496
C -1.893173 2.856823 -3.439499
H 0.673670 -2.865000 -0.540874
O -2.008635 4.094349 -3.007729
C 1.093078 -2.930683 2.421854
C -3.510518 1.276365 -0.679315
H 2.150104 -3.075650 1.590000
H 3.757826 2.816937 0.968208
H 0.347420 3.973145 -3.583026
H 2.113005 1.112661 1.680451
N 3.605720 2.927154 -1.148522
H -3.090409 1.327882 -4.038504
H -4.415414 0.854770 -0.887591
C -1.904337 -3.044784 5.276249
C -0.094195 -1.192425 -1.477765
H -3.646057 2.208020 -0.588577
C 3.483944 0.155333 -0.980786
H -0.750574 1.407750 -3.834609
H 1.501026 1.426674 -2.648752
H -4.033054 -2.711208 5.501121
H 4.358316 -0.725826 -1.094313
H 1.479328 -1.429654 0.270926
C -1.097511 -3.096794 4.203932
C -3.035397 2.030314 -3.190271
H 2.423475 -3.563076 4.021691
C 0.452484 -1.674402 -0.151769
H -3.139837 0.884221 0.397507
C 1.583500 -3.359814 3.706005
O -0.397284 -2.023765 0.738041
H 2.178012 3.541588 0.225841
H 5.316388 1.680039 -0.935276
C -3.243536 -2.723915 4.784523
C 2.979219 2.736932 0.080299
H -4.442145 -1.725592 3.380326
H -1.437053 -0.668687 -0.237815
H 1.288756 1.238417 0.045533
N -0.856175 2.398062 -3.839444
C 1.313296 2.677880 -2.300438
C 4.132295 1.427090 -1.369310
H -2.587343 -1.863007 1.719645
H 1.125088 3.029164 -4.604477
C -0.062612 -2.501952 1.957772
C -1.226560 -2.422978 3.002294
H -1.677766 -3.243133 6.240203
C -2.650287 -2.064225 2.689909
H 2.801662 -0.110752 -1.715099
C 2.562146 3.246780 -2.106123
H 2.423676 4.188216 -2.095076
C 0.498534 -3.468047 4.501704
N -1.594433 0.163445 -2.032872
C 2.404497 1.332480 0.410052
O 0.661280 -0.868413 -2.398231
N -1.174029 -0.540674 -1.159315
H 4.654570 1.319037 -2.549816
H -3.846732 2.352203 -3.051178
C 0.726553 3.048909 -3.558577

Cartesian forces (eV/Å) of the 2 atoms listed first:
-0.53 0.67 -2.97
-1.19 -3.00 4.56


Computed, not measured: a 5-piece molecular cluster, C2H17N2O4 overall at a distorted geometry, with the ωB97M-V functional and the def2-TZVPD basis.

Summary:
charge	+1
total energy	-496.584936	Eh
strongest force on any atom	5.3	eV Å⁻¹
gap between HOMO and LUMO	9.37	eV
lowest unoccupied orbital energy	-2.8	eV
molar mass	133.17	g/mol
energy relative to the best compared isomer or geometry (same formula, charge and spin)	44.58	kcal per mole

Atoms and positions in Å:
H -2.105937 0.445249 -2.750554
H -0.929989 0.562306 1.044219
C -1.220391 -1.045996 -0.307598
N -1.294243 -0.082223 -2.576646
H -0.632041 -0.193864 -3.466482
H -0.978719 -2.001879 -0.720587
C -0.566448 -0.063062 -1.368646
H 3.128748 -2.789810 0.139105
H 2.073971 -0.804716 2.876097
H 1.949213 3.119647 -1.175417
N -0.833975 -0.502783 1.042592
O 1.513878 -1.142318 2.164543
H 0.069948 -0.801597 1.491587
O 1.566546 2.274336 -0.936555
O -2.194988 1.939582 1.385713
H -2.311981 -1.032995 -0.523509
H -1.352459 -0.860312 1.758358
O 2.886378 -1.749652 0.186457
H 3.524678 -1.288981 -0.328548
H 2.001707 -1.134936 1.409816
H -0.439192 0.897991 -0.866001
H -2.259046 2.789324 1.935402
H 1.161352 2.340220 -0.095724
H -3.148770 1.613030 1.336685
H 0.391758 -0.486566 -1.654307

Cartesian forces (eV/Å) of the 2 atoms listed first:
-0.69 0.86 0.04
-0.09 -1.54 0.12


Which of these has the highest molar mass?
C38H38B5N2O42V3


Look up the energy relative to the best compared isomer or geometry (same formula, charge and spin) of the first one.
39.81 kcal per mole